Entry 1:
The following is a quantum chemistry calculation of a single C2H6O molecule at a distorted geometry, from the Open Molecules 2025 dataset.

```
9
Properties=species:S:1:pos:R:3:nbo_charge:R:1
C 0.9169 -0.1836 0.0529 -0.6508
C -0.5421 0.6151 -0.0106 -0.0933
O -1.6114 -0.2968 0.1072 -0.6985
H 1.7823 0.4819 -0.2860 0.2210
H 0.8246 -1.0723 -0.7012 0.1837
H 1.1075 -0.6418 1.1195 0.2224
H -0.6157 0.8256 1.1120 0.1990
H -0.6707 1.3898 -0.8044 0.1806
H -1.1913 -1.1180 -0.5895 0.4359
```

## Properties
highest occupied orbital energy	-10.314	eV
energy relative to the best compared isomer or geometry (same formula, charge and spin)	44.1	kcal/mol
LUMO energy	0.978	eV
frontier orbital gap	11.2926	eV
energy	-154.95556	a.u.
total charge	0
2S+1	1

=====

Entry 2:
The following is a quantum chemistry calculation of C9H17KN3O3 as an isolated structure at a distorted geometry, from the Open Molecules 2025 dataset.

```
33
Properties=species:S:1:pos:R:3:nbo_charge:R:1
K 0.3201 0.0958 0.0477 0.9495
O 1.1885 -2.1639 -0.3395 -0.6442
C 0.8663 -3.3227 -0.6212 0.6828
O -1.4792 -1.5584 -0.5061 -0.6394
C -1.4976 -2.6938 -0.9664 0.9227
O -2.6079 -3.2733 -1.4443 -0.4522
N -0.4245 -3.6122 -1.0905 -0.4800
C -2.3288 -4.6437 -1.8827 -0.0849
C -0.9124 -4.9417 -1.4997 -0.2457
H -2.4442 -4.6929 -2.9700 0.2102
H -3.0465 -5.2997 -1.3837 0.2199
H -0.3212 -5.3293 -2.3324 0.2250
H -0.8559 -5.6515 -0.6660 0.2178
C 1.7830 -4.4335 -0.4524 -0.3557
C 2.8284 -4.2809 0.3779 -0.2197
H 1.5720 -5.3372 -1.0352 0.2257
H 2.9402 -3.3697 0.9559 0.2214
H 3.5684 -5.0652 0.4699 0.2196
N 0.2549 2.5300 -1.5680 -0.8842
C 1.0200 2.9864 -0.3946 -0.2254
C 0.2388 3.4661 0.8338 -0.4319
C -0.7163 2.5215 1.5686 -0.2349
N -0.0211 1.4868 2.3902 -0.8797
H -0.7364 2.7582 -1.5008 0.3685
H 0.6330 2.9456 -2.4156 0.3866
H 1.7258 2.1832 -0.1118 0.1512
H 1.6659 3.8151 -0.7164 0.2101
H 0.9802 3.8124 1.5724 0.2215
H -0.3610 4.3297 0.5170 0.2255
H -1.3209 3.1175 2.2739 0.2035
H -1.4221 2.0081 0.8876 0.1759
H -0.7211 1.0950 3.0345 0.3733
H 0.6066 1.9928 3.0190 0.3673
```

## Properties
highest occupied orbital energy	-12.606	eV
LUMO energy	-3.029	eV
frontier orbital gap	9.5770	eV
energy	-1342.91902	a.u.
total charge	+1
2S+1	1

=====

Entry 3:
The following is a quantum chemistry calculation of a 6-piece molecular cluster, C6H26NO6 overall at a distorted geometry, from the Open Molecules 2025 dataset.

```
39
Properties=species:S:1:pos:R:3:nbo_charge:R:1
C 2.4737 -1.0237 -2.8220 -0.0601
O 1.3070 -1.8792 -2.9820 -0.7520
C 2.3687 -0.2506 -1.5160 -0.4203
C 1.4494 1.0075 -1.5541 -0.4147
C 0.2343 0.9347 -0.6322 -0.4260
C 0.2360 1.9717 0.4985 -0.4189
C -1.0687 2.1461 1.2331 -0.2302
N -1.4997 0.9649 2.0144 -0.6932
H 3.2893 -1.7097 -2.7354 0.1933
H 2.4588 -0.4013 -3.7072 0.1803
H 0.5675 -1.3456 -3.2829 0.4729
H 3.3741 0.0175 -1.1827 0.2163
H 1.9982 -0.9485 -0.7527 0.1930
H 2.0666 1.8627 -1.3405 0.2127
H 1.1605 1.1818 -2.5776 0.2077
H -0.7040 0.9886 -1.1980 0.2176
H 0.2095 -0.0506 -0.1636 0.2143
H 0.9996 1.6632 1.2223 0.1946
H 0.6693 2.9246 0.1948 0.2392
H -1.0242 3.0197 1.8824 0.2141
H -1.8653 2.4052 0.5233 0.2371
H -1.7444 0.1737 1.4104 0.4872
H -2.3224 1.2088 2.5593 0.4306
H -0.7658 0.6430 2.6505 0.4557
H -3.7351 0.2191 -1.3953 0.4846
H -2.2954 -0.2015 -1.6087 0.4788
O -2.8440 0.3758 -1.0639 -0.9574
H 0.1477 2.1878 4.4744 0.4882
H 1.1333 1.0312 4.4477 0.4944
O 0.2058 1.2446 4.2817 -0.9651
H -2.0416 -2.1548 1.3915 0.5081
H -3.4858 -1.7981 1.8584 0.4920
O -2.6815 -1.4341 1.4618 -0.9780
H 0.4737 -2.1330 0.2826 0.5143
H 0.7790 -1.2175 1.5198 0.4692
O 0.1262 -1.8034 1.1328 -0.9873
H -0.3768 -3.6844 -1.0347 0.4676
H 0.6816 -3.2271 -2.0703 0.5155
O 0.0448 -2.9089 -1.4199 -0.9760
```

## Properties
highest occupied orbital energy	-12.901	eV
energy relative to the best compared isomer or geometry (same formula, charge and spin)	31.0	kcal/mol
LUMO energy	-2.639	eV
frontier orbital gap	10.2611	eV
energy	-750.16673	a.u.
total charge	+1
2S+1	1